Entry 1:
The following is a DFT calculation (the ωB97M-V functional and the def2-TZVPD basis) of C30H35BaN4OSSe as an isolated structure at a distorted geometry.

Properties
HOMO energy in eV: -3.4
Energy above the lowest of the compared OMol25 structures with the same formula, charge and spin in kJ/mol: 249.2
HOMO-LUMO gap in eV: 5.45
Net charge: -1
Total energy in hartree: -4283.58167

Element x y z (Å)
Ba: 1.356 -1.200 0.641
C: 2.403 -0.184 3.615
N: 1.694 0.437 2.500
C: 2.477 1.543 1.953
C: 0.395 0.884 2.980
C: 0.398 1.963 3.848
C: -0.739 2.440 4.470
C: -1.896 1.713 4.278
C: -1.915 0.641 3.416
C: -0.819 0.217 2.625
N: -0.836 -0.706 1.612
C: -1.925 -1.130 0.897
C: -3.288 -1.001 1.256
C: -4.352 -1.266 0.424
C: -4.143 -1.725 -0.859
C: -2.837 -2.006 -1.209
C: -1.757 -1.761 -0.377
N: -0.464 -2.234 -0.852
C: -0.171 -1.764 -2.206
C: -0.484 -3.693 -0.831
H: 2.549 0.509 4.455
H: 3.377 -0.544 3.278
H: 1.824 -1.034 3.977
H: 2.775 2.288 2.701
H: 1.882 2.045 1.194
H: 3.385 1.149 1.489
H: 1.334 2.463 4.061
H: -0.706 3.319 5.098
H: -2.801 1.976 4.812
H: -2.841 0.106 3.390
H: -3.562 -0.689 2.241
H: -5.358 -1.112 0.793
H: -4.954 -1.887 -1.555
H: -2.659 -2.446 -2.182
H: -0.836 -2.185 -2.969
H: 0.856 -2.033 -2.461
H: -0.272 -0.682 -2.223
H: -1.308 -4.113 -1.425
H: -0.605 -4.039 0.196
H: 0.457 -4.080 -1.227
O: 2.655 -2.900 0.279
N: 2.528 -4.195 0.260
C: 3.037 -4.895 -0.758
C: 2.833 -6.247 -0.893
C: 2.088 -6.912 0.085
C: 1.614 -6.202 1.156
C: 1.817 -4.812 1.256
S: 1.197 -3.884 2.508
H: 3.602 -4.309 -1.466
H: 3.236 -6.770 -1.744
H: 1.885 -7.968 -0.006
H: 1.042 -6.670 1.943
C: -0.011 6.349 -4.430
C: -0.071 5.176 -3.492
C: 0.965 4.258 -3.413
C: 0.917 3.179 -2.546
C: 2.058 2.207 -2.492
C: -0.203 3.006 -1.725
Se: -0.302 1.548 -0.507
C: -1.265 3.921 -1.797
C: -2.500 3.789 -0.954
C: -1.177 4.986 -2.678
H: 0.921 6.347 -4.991
H: -0.080 7.285 -3.874
H: -0.842 6.317 -5.135
H: 1.836 4.388 -4.045
H: 2.841 2.483 -3.196
H: 1.708 1.200 -2.727
H: 2.482 2.176 -1.486
H: -2.434 2.906 -0.324
H: -3.386 3.706 -1.584
H: -2.626 4.666 -0.319
H: -1.998 5.693 -2.731

Entry 2:
The following is a DFT calculation (the ωB97M-V functional and the def2-TZVPD basis) of C10H10IN as an isolated structure at a distorted geometry.

Properties
HOMO energy in eV: -9.1
HOMO-LUMO gap in eV: 9.14
Total energy in hartree: -739.41015

Element x y z (Å)
C: 1.465 1.424 2.683
C: -1.137 -1.193 -2.617
C: 0.192 -1.587 -2.311
C: -1.961 -0.713 -1.582
C: 0.665 -1.381 -0.992
C: -1.499 -0.511 -0.283
C: -0.197 -0.812 0.021
C: 0.815 2.042 0.387
C: 0.491 1.318 1.736
C: 0.339 -0.625 1.384
N: 2.261 1.542 3.479
I: -0.814 -1.292 3.034
H: -1.561 -1.205 -3.590
H: 1.025 -1.833 -3.055
H: -2.994 -0.613 -1.763
H: 1.646 -1.680 -0.716
H: -2.176 -0.016 0.515
H: 0.374 2.948 0.577
H: 1.810 2.140 0.060
H: 0.249 1.417 -0.282
H: -0.476 1.585 1.974
H: 1.486 -0.956 1.342

Entry 3:
The following is a DFT calculation (the ωB97M-V functional and the def2-TZVPD basis) of a 2-piece molecular cluster, C3H9N2 overall at a distorted geometry.

Properties
HOMO energy in eV: -14.5
Energy above the lowest of the compared OMol25 structures with the same formula, charge and spin in kJ/mol: 785.5
HOMO-LUMO gap in eV: 5.89
Net charge: +1
Total energy in hartree: -228.68762

Element x y z (Å)
C: -0.215 -1.595 -0.703
C: -0.857 -0.501 0.228
N: 0.029 -0.061 1.240
C: 0.798 1.601 0.332
N: 0.992 1.208 -0.924
H: -0.300 -2.569 -0.108
H: -0.760 -1.835 -1.749
H: 0.867 -1.366 -0.828
H: -1.077 0.397 -0.437
H: -1.844 -0.747 0.574
H: -0.489 -0.293 2.148
H: 1.595 1.745 1.108
H: 1.376 1.926 -1.488
H: -0.114 2.090 0.607

Entry 4:
The following is a DFT calculation (the ωB97M-V functional and the def2-TZVPD basis) of C14H25N3 as an isolated structure at a distorted geometry.

Properties
HOMO energy in eV: -8.5
Energy above the lowest of the compared OMol25 structures with the same formula, charge and spin in kJ/mol: 1617.7
HOMO-LUMO gap in eV: 8.85
Total energy in hartree: -712.06716

Element x y z (Å)
C: -0.129 -1.285 -2.633
C: -0.339 -2.340 -1.671
C: -1.291 -3.004 -1.023
C: -0.880 -3.779 0.346
C: -1.895 -2.000 1.764
C: -0.672 -1.295 2.182
C: -1.275 0.128 2.748
C: -0.566 0.896 0.411
C: -0.937 2.505 -0.131
C: 0.064 2.899 -1.279
C: 1.860 1.723 -2.498
C: 3.234 2.062 -1.709
C: 3.418 1.897 -0.403
C: 3.856 1.407 0.717
H: 0.305 -1.495 -3.588
H: -0.228 -0.254 -2.254
H: -2.448 -3.034 -1.349
H: 0.185 -3.697 0.594
H: -1.394 -4.989 0.013
H: -1.501 -3.916 2.359
H: -2.555 -1.497 2.584
H: -1.901 -1.387 0.732
H: 0.162 -0.977 1.388
H: 0.157 -1.951 3.016
H: -2.282 -0.055 3.219
H: -0.452 0.485 3.450
H: -2.610 1.154 1.323
H: 0.704 0.671 0.842
H: -1.147 -0.068 -0.593
H: -0.972 3.225 1.041
H: -2.065 2.299 -0.578
H: 0.841 3.563 -0.859
H: -0.206 3.474 -2.000
H: 0.333 0.846 -1.243
H: 1.705 2.605 -3.093
H: 1.841 0.878 -3.336
H: 4.070 2.877 -2.066
H: 4.326 0.313 0.642
H: 3.661 1.750 1.778
N: -1.808 -3.418 1.448
N: -1.521 1.197 1.600
N: 0.355 1.586 -1.893

Entry 5:
The following is a DFT calculation (the ωB97M-V functional and the def2-TZVPD basis) of an isolated ion of composition C4H5N6 and charge +1 at a distorted geometry.

Properties
HOMO energy (alpha / beta) in eV: -12.7 / -12.7
Energy above the lowest of the compared OMol25 structures with the same formula, charge and spin in kJ/mol: 371.8
HOMO-LUMO gap (alpha / beta) in eV: 7.78 / 7.78
Net charge: +1
Total energy in hartree: -483.50986

Element x y z (Å)
C: -0.952 -1.046 -0.086
C: -0.862 1.703 -0.404
C: 0.287 -0.923 -0.635
C: 1.022 0.320 0.078
N: -2.105 -1.013 0.229
N: -1.882 1.955 -0.799
N: 0.825 -1.795 -1.338
N: -3.177 -0.652 0.703
N: 0.412 1.435 -0.009
N: 2.138 0.279 0.704
H: 1.830 -1.960 -1.340
H: -3.994 -1.298 0.644
H: 0.991 2.281 0.384
H: 2.887 -0.442 0.895
H: 2.579 1.154 0.973

Entry 6:
The following is a DFT calculation (the ωB97M-V functional and the def2-TZVPD basis) of a 2-piece molecular cluster, C20H40BBrNO8S overall at a distorted geometry.

Properties
HOMO energy in eV: -4.4
HOMO-LUMO gap in eV: 6.86
Net charge: -1
Total energy in hartree: -4439.86896

Element x y z (Å)
C: 2.718 -2.347 -5.457
C: 2.781 -3.552 -4.506
C: 2.313 -3.299 -3.045
C: 1.880 -1.864 -2.714
N: 1.878 -1.701 -1.241
C: 1.255 -0.408 -0.866
O: 2.161 0.526 -0.339
B: 1.263 1.445 0.422
C: 1.313 3.044 0.036
Br: 1.819 4.192 1.573
C: 0.066 3.580 -0.677
C: -1.142 3.860 0.235
O: -0.046 0.798 0.607
C: -0.041 -0.499 0.061
C: -1.173 -0.579 -0.981
C: -2.585 -0.482 -0.393
O: -3.336 -1.712 -0.484
C: -3.764 -2.004 -1.701
O: -3.959 -1.218 -2.558
C: -4.053 -3.477 -1.947
C: -4.212 -3.767 -3.434
C: 0.124 -1.663 1.014
C: -1.097 -1.886 1.951
C: 1.383 -1.563 1.893
C: 2.111 -2.921 2.007
H: 3.311 -1.532 -5.057
H: 3.226 -2.633 -6.378
H: 1.704 -2.019 -5.662
H: 3.813 -3.901 -4.459
H: 2.228 -4.360 -4.983
H: 1.430 -3.916 -2.888
H: 3.058 -3.627 -2.323
H: 0.864 -1.746 -3.073
H: 2.543 -1.099 -3.121
H: 2.857 -1.548 -1.001
H: 0.984 0.049 -1.834
H: 1.768 1.421 1.561
H: 2.143 3.166 -0.658
H: 0.334 4.524 -1.160
H: -0.200 2.902 -1.487
H: -1.554 4.836 -0.026
H: -1.949 3.153 0.053
H: -0.901 3.858 1.292
H: -1.053 0.306 -1.599
H: -1.060 -1.430 -1.658
H: -3.104 0.350 -0.855
H: -2.544 -0.235 0.658
H: -5.021 -3.658 -1.473
H: -3.335 -4.127 -1.454
H: -5.225 -3.609 -3.790
H: -3.540 -3.183 -4.053
H: -3.956 -4.810 -3.625
H: 0.204 -2.579 0.433
H: -1.520 -0.948 2.299
H: -0.735 -2.462 2.803
H: -1.840 -2.504 1.447
H: 2.116 -0.839 1.547
H: 1.074 -1.311 2.906
H: 2.497 -3.153 1.015
H: 1.459 -3.701 2.395
H: 2.970 -2.772 2.659
C: 0.343 5.053 4.682
C: -1.031 5.557 5.060
O: -1.035 5.551 6.497
S: 0.443 5.876 7.032
O: 0.519 7.255 7.356
O: 0.808 4.871 7.963
O: 1.226 5.638 5.658
H: 0.405 3.968 4.767
H: 0.631 5.351 3.677
H: -1.827 4.927 4.675
H: -1.185 6.585 4.724

Look up the total energy of the sixth one.
-4439.86896 hartree

total energy of number 6 (C20H40BBrNO8S)?
-4439.86896 hartree